[1]
41
Properties=species:S:1:pos:R:3:nbo_charge:R:1 method="wB97M-V/def2-TZVPD" molar_mass_g_mol=274.3 e_homo_ev=-8.7875 smiles="NCCCC[C@H](NC(=O)[C@@H](N)CCC(N)=O)C(=O)O" e_lumo_ev=0.5 e_above_lowest_ev=1.482 energy_ev=-25915.0110 gap_ev=9.32
N 4.015 0.248 3.103 -0.85
C 2.567 0.237 2.994 -0.21
C 1.950 0.535 1.596 -0.40
C 2.410 -0.324 0.391 -0.41
C 1.713 -0.056 -0.973 -0.40
C 0.579 -1.096 -1.262 -0.17
N -0.452 -1.190 -0.243 -0.64
C -1.522 -0.431 -0.179 0.71
O -2.253 -0.434 0.832 -0.66
C -1.837 0.408 -1.445 -0.16
N -2.136 -0.551 -2.482 -0.84
C -2.912 1.474 -1.209 -0.42
C -2.343 2.663 -0.495 -0.49
C -1.484 2.308 0.729 0.71
N -2.053 2.475 1.945 -0.81
O -0.326 1.973 0.506 -0.65
C 1.153 -2.508 -1.436 0.78
O 2.357 -2.648 -1.584 -0.57
O 0.246 -3.491 -1.388 -0.66
H 4.542 -0.487 2.724 0.36
H 4.408 1.142 2.777 0.36
H 2.156 1.045 3.633 0.19
H 2.098 -0.707 3.408 0.18
H 2.286 1.555 1.259 0.19
H 0.871 0.490 1.721 0.21
H 2.304 -1.396 0.699 0.18
H 3.477 -0.150 0.408 0.21
H 2.348 -0.027 -1.898 0.23
H 1.299 0.924 -0.928 0.23
H 0.085 -0.900 -2.200 0.26
H -0.222 -1.694 0.594 0.41
H -0.795 0.897 -1.667 0.23
H -3.096 -0.937 -2.226 0.36
H -2.258 -0.069 -3.355 0.36
H -3.720 1.005 -0.608 0.23
H -3.233 1.811 -2.189 0.21
H -1.707 3.302 -1.129 0.23
H -3.113 3.305 -0.114 0.21
H -1.528 2.182 2.739 0.40
H -3.057 2.383 2.036 0.40
H -0.609 -3.016 -1.136 0.50


[2]
45
Properties=species:S:1:pos:R:3:nbo_charge:R:1 method="wB97M-V/def2-TZVPD" molar_mass_g_mol=407.2 e_homo_ev="-8.9047 / -7.4593" total_charge=+1 e_lumo_ev="-2.5 / -2.6" energy_ev=-31978.7089 gap_ev="6.41 / 4.90"
O 2.811 1.286 -1.603 -0.74
H 3.339 1.557 -2.378 0.50
Y -0.044 0.121 0.063 2.09
N -2.020 -0.618 -0.961 -0.43
N 0.294 -0.626 -2.073 -0.45
O -3.354 -0.513 -0.405 -0.59
O 1.591 -0.822 -2.599 -0.59
C -2.008 -1.064 -2.225 0.16
C -0.707 -1.130 -2.823 0.17
C -3.244 -1.515 -2.916 -0.67
C -0.476 -1.703 -4.171 -0.68
H -4.137 -1.030 -2.507 0.25
H -3.376 -2.605 -2.817 0.24
H -3.176 -1.286 -3.988 0.23
H 0.571 -1.984 -4.298 0.26
H -0.736 -0.971 -4.948 0.23
H -1.104 -2.586 -4.333 0.23
H -3.272 -0.739 0.542 0.47
H 2.137 -0.067 -2.212 0.49
O 0.147 -2.222 0.620 -0.95
H -0.627 -2.805 0.745 0.52
H 0.900 -2.799 0.392 0.52
C 1.849 2.353 -1.308 -0.27
H 1.827 2.545 -0.227 0.21
H 0.843 2.082 -1.674 0.18
H 2.153 3.292 -1.801 0.22
O -1.381 2.177 0.120 -0.96
H -2.209 2.248 -0.395 0.53
H -1.618 2.422 1.036 0.52
N 2.602 0.753 3.342 -0.55
C 3.750 0.723 2.558 -0.09
C 3.331 0.459 1.287 -0.08
N 1.940 0.350 1.273 -0.76
C 1.527 0.533 2.555 0.25
C 0.149 0.433 3.031 0.23
N -0.953 0.218 2.268 -0.73
C -2.028 0.079 3.140 -0.10
C -1.575 0.203 4.423 -0.08
N -0.207 0.434 4.337 -0.54
H 2.558 0.933 4.345 0.41
H 4.730 0.895 2.968 0.23
H 3.892 0.350 0.374 0.24
H -3.021 -0.101 2.752 0.21
H -2.089 0.150 5.366 0.23
H 0.423 0.588 5.124 0.42


[3]
42
Properties=species:S:1:pos:R:3:nbo_charge:R:1 method="wB97M-V/def2-TZVPD" molar_mass_g_mol=343.4 e_homo_ev=-9.0462 smiles="CCOP(=S)(OCC)SCC(=O)N[C@@H](C(=O)O)C(C)C" e_lumo_ev=0.6 e_above_lowest_ev=0.059 energy_ev=-54454.5744 gap_ev=9.60
C -3.732 1.857 -0.040 -0.64
C -2.435 1.637 0.711 -0.07
O -1.291 1.606 -0.152 -0.84
P -1.058 0.669 -1.402 1.70
S 0.825 0.581 -1.896 -0.60
O -1.999 1.350 -2.507 -0.83
C -1.758 1.163 -3.898 -0.07
C -2.126 -0.232 -4.366 -0.64
S -2.011 -1.193 -0.992 -0.05
C -0.542 -1.970 -0.256 -0.62
C -0.111 -1.214 0.993 0.68
O -0.911 -0.801 1.808 -0.64
N 1.217 -1.055 1.103 -0.60
C 1.840 -0.534 2.294 -0.17
C 2.785 -1.588 2.846 0.79
O 3.110 -2.587 2.263 -0.60
O 3.233 -1.275 4.062 -0.68
C 2.608 0.788 2.050 -0.20
C 3.598 0.644 0.897 -0.63
C 1.629 1.924 1.779 -0.61
H -4.547 1.959 0.673 0.22
H -3.939 1.010 -0.691 0.21
H -3.670 2.757 -0.646 0.22
H -2.460 0.704 1.283 0.23
H -2.223 2.467 1.389 0.19
H -2.374 1.920 -4.388 0.19
H -0.701 1.365 -4.106 0.20
H -3.142 -0.476 -4.064 0.21
H -2.051 -0.285 -5.448 0.22
H -1.448 -0.963 -3.931 0.22
H 0.246 -2.013 -1.008 0.25
H -0.853 -2.978 0.021 0.26
H 1.841 -1.447 0.413 0.42
H 1.045 -0.355 3.026 0.26
H 3.843 -1.957 4.388 0.50
H 3.154 1.002 2.975 0.21
H 3.070 0.562 -0.050 0.22
H 4.231 -0.231 1.027 0.21
H 4.236 1.523 0.848 0.22
H 1.056 1.725 0.878 0.23
H 2.171 2.856 1.640 0.21
H 0.935 2.045 2.608 0.21


[4]
34
Properties=species:S:1:pos:R:3:nbo_charge:R:1 method="wB97M-V/def2-TZVPD" molar_mass_g_mol=182.4 e_homo_ev=-7.4253 e_lumo_ev=-0.7 e_above_lowest_ev=5.871 energy_ev=-19634.0523 gap_ev=6.71
C 1.176 3.703 1.648 -0.28
C 0.820 2.542 1.625 -0.39
C 1.654 4.976 2.207 -0.68
C -2.040 -2.516 1.299 -0.61
C -0.722 1.806 -1.478 -0.63
C -1.742 -0.552 -2.118 -0.60
C 2.510 -0.465 0.237 -0.58
C 1.463 -2.665 -0.478 -0.60
C -1.878 -0.952 1.210 -1.01
C -0.554 0.277 -1.480 -0.72
C 1.381 -1.441 0.483 -0.76
Si -0.271 -0.506 0.288 1.97
H 2.496 5.296 1.509 0.22
H 0.695 5.609 2.341 0.22
H 2.102 4.941 3.147 0.21
H -2.806 -2.666 0.497 0.21
H -1.228 -3.129 1.135 0.21
H -2.537 -2.850 2.187 0.22
H -0.192 2.362 -0.716 0.28
H -0.630 2.169 -2.483 0.21
H -1.790 1.932 -1.181 0.20
H -1.408 -1.457 -2.425 0.20
H -2.014 0.034 -2.986 0.23
H -2.634 -0.816 -1.417 0.20
H 3.329 -0.942 -0.387 0.20
H 2.112 0.332 -0.236 0.22
H 2.903 -0.137 1.119 0.23
H 0.459 -3.198 -0.749 0.21
H 2.162 -3.313 -0.092 0.22
H 2.022 -2.177 -1.377 0.22
H -1.870 -0.673 2.308 0.28
H -2.667 -0.350 0.838 0.25
H 0.219 0.027 -2.118 0.22
H 1.447 -1.701 1.470 0.23


[5]
41
Properties=species:S:1:pos:R:3:mulliken_spin:R:1 method="wB97M-V/def2-TZVPD" molar_mass_g_mol=540.1 e_homo_ev="-13.9089 / -15.5853" total_charge=+2 e_lumo_ev="-6.5 / -9.8" energy_ev=-109661.3355 multiplicity=3 gap_ev="7.44 / 5.74"
Au 0.677 -1.013 0.405 0.40
P 1.987 0.828 0.988 0.11
C 1.257 2.063 -0.092 0.44
C 0.569 1.541 -1.308 -0.03
N 0.173 0.250 -1.301 0.19
C -0.588 -0.283 -2.265 0.01
C -0.859 0.461 -3.402 0.10
C -0.342 1.746 -3.507 -0.03
C 0.376 2.297 -2.454 0.10
C -1.156 -1.695 -2.081 0.01
P -1.224 -2.165 -0.311 0.12
H 0.766 3.310 -2.477 0.00
H -1.437 -0.017 -4.188 0.00
H -0.510 2.320 -4.411 0.00
H -2.165 -1.752 -2.515 0.00
H -0.514 -2.433 -2.594 0.00
H 0.219 2.284 0.572 0.03
H 1.734 3.034 -0.178 -0.01
H -1.020 1.132 1.888 -0.02
O -0.825 2.372 1.150 0.31
H -1.025 3.326 1.202 -0.01
H -0.439 -0.658 2.881 0.00
O -1.105 0.220 2.535 0.00
H -1.668 0.443 3.303 0.00
C -2.841 -1.578 0.294 -0.01
H -3.620 -1.887 -0.422 0.00
H -3.056 -2.015 1.281 0.00
H -2.849 -0.482 0.389 0.00
C -1.208 -3.964 -0.136 0.00
H -1.242 -4.213 0.936 0.00
H -2.071 -4.419 -0.644 0.00
H -0.281 -4.376 -0.560 0.00
C 3.674 0.413 0.581 0.04
H 4.384 1.240 0.700 0.00
H 3.950 -0.391 1.279 0.00
H 3.754 0.020 -0.441 0.00
C 1.971 1.398 2.708 0.00
H 2.536 0.663 3.302 0.00
H 2.464 2.381 2.784 0.00
H 0.949 1.478 3.114 0.00
Br 0.604 -1.876 2.995 0.22


[6]
50
Properties=species:S:1:pos:R:3:nbo_charge:R:1 method="wB97M-V/def2-TZVPD" molar_mass_g_mol=436.8 e_homo_ev=-8.9962 e_lumo_ev=-0.6 energy_ev=-58583.2180 gap_ev=8.44
C 1.409 2.239 3.080 -0.69
C 2.292 2.468 1.865 0.34
N 3.488 2.882 1.947 -0.60
C 1.731 2.142 0.489 -0.87
B 0.196 2.389 0.361 1.21
O -0.722 1.330 0.406 -0.89
B -1.938 1.636 0.963 0.89
P -2.777 0.360 2.155 0.54
S -3.463 -1.194 1.178 -0.57
O -2.504 2.865 0.685 -0.87
B -1.561 3.865 0.821 1.12
C -1.855 5.171 1.719 0.35
F -0.703 5.829 2.004 -0.32
F -2.653 6.012 0.991 -0.32
C -2.543 4.904 3.064 0.53
F -3.757 4.349 2.852 -0.33
F -2.716 6.062 3.728 -0.31
O -0.323 3.684 0.255 -0.87
H 1.679 1.296 3.570 0.25
H 1.553 3.045 3.808 0.24
H 0.339 2.198 2.843 0.18
H 3.753 3.055 2.917 0.33
H 1.941 1.089 0.261 0.26
H 2.272 2.755 -0.241 0.28
H -1.776 0.046 3.094 -0.01
H -3.739 1.042 2.916 0.00
H -1.946 4.228 3.689 0.13
C -2.322 -1.966 -2.138 -0.25
O -0.953 -2.142 -2.437 -0.55
C -0.112 -1.494 -1.502 -0.09
C 1.241 -2.161 -1.422 -0.09
O 1.251 -3.373 -0.687 -0.54
C 0.692 -4.519 -1.306 -0.09
C 1.586 -5.158 -2.343 -0.09
O 1.613 -4.399 -3.538 -0.55
C 2.831 -4.503 -4.236 -0.25
H -2.618 -0.914 -2.235 0.16
H -2.890 -2.561 -2.850 0.19
H -2.551 -2.301 -1.123 0.18
H -0.576 -1.493 -0.507 0.18
H 0.035 -0.448 -1.813 0.16
H 1.898 -1.492 -0.858 0.18
H 1.667 -2.291 -2.419 0.19
H -0.295 -4.308 -1.723 0.20
H 0.571 -5.243 -0.497 0.19
H 1.199 -6.163 -2.561 0.17
H 2.597 -5.260 -1.932 0.17
H 3.679 -4.221 -3.600 0.16
H 2.782 -3.819 -5.080 0.19
H 2.996 -5.519 -4.614 0.16